2 unconnected molecules or ions with the total composition C8H10O2 in a non-equilibrium geometry. Source: the OMol25 dataset; level of theory: ωB97M-V with the def2-TZVPD basis set.

Values from the calculation:
Charge: 0
Electronic energy, eV: -12552.067
SMILES string: c1ccccc1.CC(=O)O
E_HOMO, eV: -9.24
Energy relative to the best compared isomer or geometry (same formula, charge and spin), kcal per mole: 36.8
Maximum force, eV Å⁻¹: 3.65

Element x y z (Å)
C1 -0.2708 1.8390 3.1250
C2 0.3230 2.8193 2.3885
C3 0.8372 2.5410 1.1301
C4 0.5967 1.3046 0.5201
C5 -0.1212 0.2389 1.2212
C6 -0.4860 0.5339 2.5025
H1 -0.5764 1.9524 4.1197
H2 -0.0092 3.8991 2.5157
H3 1.1787 3.4353 0.5709
H4 0.6340 1.2773 -0.5799
H5 -0.1400 -0.7453 0.7700
H6 -0.6484 -0.3870 3.1546
C7 -0.5541 -2.7549 -3.5198
C8 -0.0396 -2.3492 -2.1123
O1 0.0527 -3.0499 -1.1557
O2 0.3959 -1.0630 -2.0831
H7 -0.9433 -3.7485 -3.3607
H8 -1.3164 -2.1277 -3.9260
H9 0.4272 -2.7999 -4.1405
H10 0.6600 -0.8154 -1.1405


C8H10O2S in the gas phase in a non-equilibrium geometry. Source: the OMol25 dataset; level of theory: ωB97M-V with the def2-TZVPD basis set.

Values from the calculation:
Charge: 0
Electronic energy, eV: -23386.267
SMILES string: C/C=C/[C@@]1(C)SC(=O)CC1=O
E_HOMO, eV: -9.45
Energy relative to the best compared isomer or geometry (same formula, charge and spin), kcal per mole: 45.4
Maximum force, eV Å⁻¹: 3.99

Element x y z (Å)
C1 1.7227 0.1764 2.8469
C2 0.9032 -0.3924 1.6371
C3 -0.0698 0.3916 0.9821
C4 -0.8104 0.1212 -0.3312
C5 -2.2269 -0.1595 0.1498
S1 -0.9059 1.6737 -1.3996
C6 0.1150 0.9895 -2.8760
O1 0.3395 1.6495 -3.8441
C7 0.7137 -0.3779 -2.4925
C8 -0.2528 -0.9405 -1.2797
O2 -0.4792 -2.0869 -1.1594
H1 1.3633 1.1500 3.1233
H2 2.7763 0.4034 2.5419
H3 1.5194 -0.5831 3.6404
H4 1.0597 -1.4121 1.3031
H5 -0.3372 1.3821 1.5303
H6 -2.4463 0.5400 0.9647
H7 -3.1096 -0.2186 -0.6113
H8 -2.2126 -1.0112 0.7724
H9 1.8329 -0.1105 -2.2517
H10 0.5048 -1.1845 -3.2465


C8H10O3 in the gas phase in a non-equilibrium geometry. Source: the OMol25 dataset; level of theory: ωB97M-V with the def2-TZVPD basis set.

Values from the calculation:
Charge: 0
Electronic energy, eV: -14598.959
SMILES string: CC1(C)O[C@@H]2C=CC(=O)[C@H]1O2
E_HOMO, eV: -9.42
Energy relative to the best compared isomer or geometry (same formula, charge and spin), kcal per mole: 32.8
Maximum force, eV Å⁻¹: 5.44

Element x y z (Å)
C1 0.7900 -1.0762 1.3208
C2 0.8530 -0.2878 0.0344
C3 2.1976 -0.4622 -0.7085
O1 0.8274 1.1717 0.3235
C4 -0.3240 1.6456 -0.3655
C5 -1.5196 1.5962 0.4574
C6 -2.2949 0.4526 0.4280
C7 -1.8186 -0.7560 -0.3288
O2 -2.4443 -1.7132 -0.4909
C8 -0.3810 -0.4759 -0.9316
O3 -0.5208 0.7994 -1.4905
H1 1.6630 -0.7235 1.9003
H2 0.7912 -2.1421 1.1004
H3 -0.1018 -0.8220 1.8926
H4 2.4065 -1.5137 -1.0168
H5 2.9872 -0.0617 -0.0985
H6 2.2382 0.0806 -1.6538
H7 0.0592 2.6092 -0.6782
H8 -1.9000 2.3720 1.1384
H9 -3.3084 0.5159 0.8768
H10 -0.2000 -1.2089 -1.7094


C8H10O3 in the gas phase in a non-equilibrium geometry. Source: the OMol25 dataset; level of theory: ωB97M-V with the def2-TZVPD basis set.

Values from the calculation:
Charge: 0
Electronic energy, eV: -14595.984
SMILES string: CC(=O)C1=C(O)CCCC1=O
E_HOMO, eV: -8.75
Energy relative to the best compared isomer or geometry (same formula, charge and spin), kcal per mole: 101.4
Maximum force, eV Å⁻¹: 7.12

Element x y z (Å)
C1 -1.4142 -2.1683 1.4853
C2 -1.3568 -1.7726 0.1576
O1 -2.0870 -2.1284 -0.8295
C3 -0.1467 -0.6875 -0.1269
C4 -0.6566 0.1835 -0.9996
O2 -1.7830 -0.0512 -1.5828
C5 0.3714 1.3460 -1.5767
C6 1.0175 1.7946 -0.1689
C7 1.8358 0.8802 0.7553
C8 1.0132 -0.4921 0.9079
O3 1.3430 -1.4282 1.6061
H1 -2.2466 -2.7622 1.5725
H2 -1.6537 -1.1667 2.0776
H3 -0.2520 -2.4366 1.7221
H4 -2.0121 0.6428 -2.3567
H5 1.0742 0.7978 -2.2461
H6 -0.0760 2.2107 -2.0459
H7 1.6523 2.6718 -0.4221
H8 0.1869 2.6151 0.3547
H9 2.4563 1.3279 1.6343
H10 2.7341 0.6236 0.0816


A molecular structure, C8H10O5SSr in a non-equilibrium geometry. Source: the OMol25 dataset; level of theory: ωB97M-V with the def2-TZVPD basis set.

Values from the calculation:
Charge: +2
Electronic energy, eV: -30350.237
E_HOMO, eV: -16.78
Maximum force, eV Å⁻¹: 4.68

Element x y z (Å)
Sr1 -0.0874 0.9734 -1.2483
C1 -0.2158 1.8819 2.2368
O1 -0.1479 2.1553 3.3520
C2 -0.1771 3.4133 -0.1250
O2 -0.1811 4.4990 0.2465
C3 -2.5673 1.3647 0.3382
O3 -3.5378 1.6558 0.8757
C4 2.2659 1.5028 0.2558
O4 3.2564 1.6592 0.7988
C5 -0.1825 -0.1346 -4.0743
H1 0.7506 -0.7233 -4.0724
H2 -1.1150 -0.7234 -4.0498
C6 -0.1856 1.1900 -4.4045
H3 -1.1180 1.7239 -4.6459
H4 0.7421 1.7211 -4.6692
C7 -0.5465 -3.3484 1.6578
S1 -0.3859 -1.5060 1.4461
C8 1.0394 -1.3314 2.5457
O5 0.2160 -0.9803 0.1124
H5 -0.8816 -3.5224 2.6891
H6 0.3890 -3.8928 1.4772
H7 -1.3342 -3.6843 0.9756
H8 0.7549 -1.3935 3.5996
H9 1.7501 -2.1336 2.3252
H10 1.4993 -0.3664 2.3567


A molecular structure, C8H10O8PSn in a non-equilibrium geometry. Source: the OMol25 dataset; level of theory: ωB97M-V with the def2-TZVPD basis set.

Values from the calculation:
Charge: +3
Electronic energy, eV: -39917.580
E_HOMO (spin up / spin down), eV: -20.83 / -20.83
Energy relative to the best compared isomer or geometry (same formula, charge and spin), kcal per mole: 15.1
Maximum force, eV Å⁻¹: 7.19

Element x y z (Å)
O1 6.6132 -3.3427 0.2158
C1 5.6029 -3.0188 0.6453
Sn1 1.9937 -0.6722 0.9773
C2 -0.0252 -0.1257 1.9491
O2 -0.9825 0.0733 2.5637
C3 1.4509 1.3041 -0.5839
O3 1.4387 2.1919 -1.3104
C4 1.0135 -1.7648 -0.6596
O4 0.7166 -2.4096 -1.5475
C5 3.0445 0.9324 2.1038
O5 3.7225 1.6612 2.6250
H1 3.3695 -0.5878 -0.1465
C6 -1.0597 1.4331 -2.7220
O6 -1.7046 0.4856 -1.8304
P1 -0.7734 0.1453 -0.5055
O7 -1.1353 1.4903 0.3674
C7 -2.4987 1.7151 0.6382
O8 -1.5639 -1.2266 -0.3098
C8 -1.9019 -1.9881 0.8555
H2 -0.1153 0.9389 -3.0760
H3 -0.8402 2.4007 -2.2128
H4 -1.7811 1.5261 -3.5092
H5 -2.5652 2.1634 1.6215
H6 -2.9254 2.3775 -0.1316
H7 -3.0421 0.7372 0.6178
H8 -1.0116 -2.3213 1.4086
H9 -2.5392 -1.2826 1.4392
H10 -2.5007 -2.8360 0.5169